{"formula": "C4H12IO4", "method": "the ωB97M-V functional and the def2-TZVPD basis", "elements": ["I", "C", "C", "O", "O", "H", "H", "H", "H", "H", "H", "C", "C", "O", "O", "H", "H", "H", "H", "H", "H"], "coordinates": [[-1.357, -0.077, 1.534], [2.439, 2.006, 1.532], [2.795, 0.777, 2.327], [2.711, 1.043, 3.727], [1.130, 2.489, 1.783], [2.518, 1.781, 0.460], [3.121, 2.804, 1.828], [3.831, 0.541, 2.030], [2.172, -0.083, 2.076], [3.535, 0.773, 4.133], [0.514, 1.797, 1.481], [-2.247, -2.198, -2.415], [-2.681, -0.749, -2.305], [-3.596, -0.560, -1.257], [-1.383, -2.391, -3.543], [-3.113, -2.848, -2.536], [-1.736, -2.496, -1.493], [-3.143, -0.473, -3.258], [-1.773, -0.155, -2.139], [-3.078, -0.219, -0.508], [-0.660, -1.763, -3.457]], "nbo_charge": [-0.935, -0.078, -0.093, -0.717, -0.744, 0.154, 0.162, 0.140, 0.191, 0.457, 0.496, -0.084, -0.083, -0.751, -0.735, 0.166, 0.173, 0.153, 0.162, 0.506, 0.459], "e_tot_ev": -20635.20929, "total_charge": -1, "relative_energy_kcal_mol": 12.6, "gap_ev": 7.40}